ORCA calculation (the ωB97M-V functional and the def2-TZVPD basis) on a structure of composition C28H27Cl5CoN4O4S2.

Geometry (Å):
Co1 0.337804 -0.509320 0.304085
C1 -3.842953 -1.608014 0.505523
C2 -2.647621 -0.760373 0.131715
N1 -1.404539 -1.355197 0.127761
N2 -1.472364 -2.727664 0.265736
C3 -0.366719 -3.373362 0.460519
S1 1.250736 -2.751366 0.559045
S2 -0.625989 -5.154955 0.575287
C4 0.385266 -5.661398 -0.852724
C5 -0.339937 -5.517034 -2.160536
C6 -0.931811 -6.603217 -2.795681
C7 -1.653991 -6.436620 -3.974435
C8 -1.791553 -5.172631 -4.531946
C9 -1.196936 -4.082530 -3.906771
C10 -0.475758 -4.255124 -2.734271
C11 -2.924912 0.590151 -0.289836
C12 -4.298657 0.945615 -0.497115
C13 -4.725443 2.183720 -0.938419
C14 -3.806724 3.185976 -1.216903
C15 -2.458799 2.905047 -1.010930
C16 -2.030066 1.679020 -0.550668
O1 -0.652759 1.514526 -0.335879
H1 -3.514711 -2.541561 0.945868
H2 -4.462306 -1.864586 -0.364766
H3 -4.486149 -1.075959 1.213789
H4 0.689888 -6.692058 -0.668048
H5 1.265482 -5.017390 -0.804793
H6 -0.831209 -7.591391 -2.356512
H7 -2.113689 -7.294620 -4.452930
H8 -2.358728 -5.036907 -5.444991
H9 -1.302264 -3.088990 -4.328610
H10 -0.025075 -3.404278 -2.235397
H11 -5.054685 0.198808 -0.316462
H12 -5.787768 2.360075 -1.066703
H13 -4.114084 4.162463 -1.568638
H14 -1.718188 3.673993 -1.191213
C17 1.588017 0.164350 4.232587
C18 1.340568 0.118044 2.761715
N3 0.231917 -0.240754 2.230844
O2 -0.770918 -0.655543 3.082163
C19 2.372810 0.509535 1.801356
C20 3.672005 1.136356 2.173705
N4 2.016176 0.304193 0.557127
O3 2.760351 0.638656 -0.429995
H15 0.755539 -0.269153 4.777565
H16 1.723919 1.201500 4.554893
H17 2.502899 -0.384000 4.468638
H18 -1.493075 -0.815225 2.452148
H19 3.531367 1.986881 2.847805
H20 4.147289 1.490966 1.261362
H21 4.344168 0.422183 2.662207
C21 0.384699 -0.699462 -4.115575
C22 -0.220829 -0.500818 -2.741210
O4 0.763606 -0.633948 -1.723367
H22 -0.382596 -0.582571 -4.888255
H23 0.824264 -1.696580 -4.201436
H24 1.169516 0.039346 -4.299250
H25 -0.964106 -1.267303 -2.529391
H26 -0.722258 0.465313 -2.671597
H27 1.482278 0.033042 -1.769226
Cl1 1.129146 2.564969 -2.493355
C23 0.938045 3.272148 -0.908704
C24 0.059689 2.672131 -0.005840
C25 -0.114057 3.287165 1.242155
Cl2 -1.234830 2.581316 2.371514
C26 0.559624 4.448296 1.556727
Cl3 0.411915 5.129610 3.178497
C27 1.439314 5.071293 0.656314
Cl4 1.350030 6.974508 0.597173
C28 1.622104 4.426340 -0.578309
Cl5 2.846648 5.064357 -1.672894

Forces on atoms 1 to 3 (eV/Å):
-0.3 -0.4 -0.4
0.0 0.0 0.0
0.2 0.1 -0.1

Max |F| ... 0.013 Eh/bohr
Energy relative to the best compared isomer or geometry (same formula, charge and spin) ... 8.0 kcal per mole
Total energy ... -6083.19244 Eh
HOMO (spin up / spin down) ... -0.16 / -2.17 eV
Net charge ... -2
Frontier orbital gap (spin up / spin down) ... 4.342 / 6.339 eV
2S+1 ... 4
⟨S²⟩ ... 3.8054

---

ORCA calculation (the ωB97M-V functional and the def2-TZVPD basis) on a structure of composition C28H27F3N4O5S2Y at a distorted geometry.

Geometry (Å):
Y1 0.291638 -0.990204 1.207060
O1 4.322845 0.060193 2.403005
C1 3.298942 -0.280119 1.832749
N1 2.041391 -0.277504 2.327738
C2 1.931587 0.246971 3.678820
C3 0.558933 0.820455 3.918247
C4 0.297893 1.665313 4.993823
C5 -0.985152 2.130495 5.190778
C6 -1.994817 1.752266 4.310497
C7 -1.660623 0.919518 3.265739
N2 -0.415811 0.463906 3.075043
C8 3.398211 -0.730863 0.380776
C9 4.641240 -0.784939 -0.225977
C10 4.711814 -1.169579 -1.552704
C11 3.540328 -1.478484 -2.228552
C12 2.340587 -1.404037 -1.546816
N3 2.263511 -1.042825 -0.260067
H1 2.108741 -0.535657 4.428190
H2 2.698073 1.003320 3.868895
H3 1.101472 1.950904 5.658946
H4 -1.205497 2.785060 6.023674
H5 -3.013633 2.088737 4.434524
H6 -2.408864 0.585505 2.555728
H7 5.509396 -0.521062 0.359640
H8 5.666340 -1.230331 -2.058826
H9 3.548018 -1.781959 -3.266185
H10 1.402051 -1.640353 -2.027889
C13 -2.469527 -3.271314 -1.733574
C14 -1.002206 -3.206059 -1.451618
C15 -0.154697 -4.388608 -1.800152
O2 -0.521397 -2.233872 -0.885405
H11 -2.678532 -3.781427 -2.672701
H12 -2.903903 -2.274912 -1.723427
H13 -2.923353 -3.863668 -0.932854
H14 -0.324113 -4.695562 -2.832963
H15 -0.468302 -5.221669 -1.165429
H16 0.896122 -4.179436 -1.619978
F1 -1.931566 -3.567410 4.440000
C16 -0.732647 -3.503114 3.881393
F2 -0.136240 -2.362045 4.265954
F3 0.004816 -4.529594 4.275729
S1 -0.870382 -3.506429 2.052481
O3 -1.468985 -4.727099 1.641259
O4 -1.621178 -2.256102 1.781705
O5 0.526712 -3.264658 1.627540
N4 -0.673201 0.637125 -0.120758
S2 0.053284 1.633864 -1.140255
C17 -0.383225 1.176773 -2.793288
C18 0.651867 0.880605 -3.665046
C19 0.346210 0.475604 -4.960917
C20 -0.976401 0.368460 -5.355391
C21 -2.008550 0.673392 -4.470907
C22 -1.716081 1.086528 -3.184567
C23 -0.729124 3.226244 -0.996653
C24 -1.495447 3.507564 0.120686
C25 -2.047052 4.777440 0.250270
C26 -1.821998 5.739259 -0.719316
C27 -1.037730 5.443936 -1.829903
C28 -0.483148 4.185239 -1.975003
H17 -1.660759 0.540272 -0.354564
H18 1.681058 0.966814 -3.340294
H19 1.143620 0.249728 -5.655718
H20 -1.211615 0.055414 -6.363869
H21 -3.038260 0.600975 -4.793710
H22 -2.512704 1.356020 -2.500973
H23 -1.647233 2.754185 0.881935
H24 -2.651545 5.014530 1.115417
H25 -2.252113 6.725847 -0.614732
H26 -0.861002 6.197910 -2.584711
H27 0.121883 3.954554 -2.842546

Forces on atoms 1 to 3 (eV/Å):
-0.5 -0.1 -1.0
0.0 0.0 0.1
0.0 0.0 -0.1

Max |F| ... 0.021 Eh/bohr
Energy relative to the best compared isomer or geometry (same formula, charge and spin) ... 0.0 kcal per mole
Total energy ... -2812.73917 Eh
HOMO ... -11.47 eV
Net charge ... +1
Frontier orbital gap ... 9.130 eV

---

> Among the records above, which one has the lowest energy relative to the best compared isomer or geometry (same formula, charge and spin)?

C28H27F3N4O5S2Y

---

> Number 2 is which compound?

C28H27F3N4O5S2Y